No. 1
62
Properties=species:S:1:pos:R:3:nbo_charge:R:1 method="wB97M-V/def2-TZVPD" e_above_lowest_ev=0.488 orbital_gap_ha=0.3278
K -0.1028 0.1476 -0.3042 0.87
C 3.6966 -1.0742 -0.1687 -0.41
C 3.6772 0.4510 -0.3422 -0.21
N 2.4949 0.9818 -0.9932 -0.67
C 2.5412 0.9660 -2.4418 -0.22
C 1.2769 1.4957 -3.1138 -0.22
N 0.0948 0.6625 -2.9914 -0.67
C 0.0071 -0.5301 -3.8235 -0.22
C 0.3828 -1.8775 -3.1815 -0.41
C -0.7175 -2.6615 -2.4416 -0.22
N -0.9415 -2.3416 -1.0392 -0.66
C -0.3708 -3.2169 -0.0280 -0.23
C 1.1303 -3.0742 0.1977 -0.22
N 1.5038 -1.8237 0.8350 -0.66
C 2.9327 -1.6391 1.0358 -0.21
H 4.7432 -1.3665 -0.0421 0.21
H 3.3572 -1.5600 -1.0893 0.20
H 4.5854 0.7318 -0.9006 0.16
H 3.7639 0.9136 0.6442 0.20
H 2.2261 1.8907 -0.6297 0.40
H 2.7223 -0.0601 -2.7792 0.18
H 3.3855 1.5624 -2.8297 0.17
H 1.5214 1.6847 -4.1722 0.17
H 1.0408 2.4697 -2.6741 0.20
H -0.7514 1.2073 -3.0754 0.40
H 0.6365 -0.3876 -4.7152 0.17
H -1.0217 -0.6066 -4.1855 0.21
H 1.2653 -1.7680 -2.5444 0.20
H 0.6932 -2.5234 -4.0104 0.21
H -0.4829 -3.7331 -2.5285 0.17
H -1.6570 -2.5127 -2.9817 0.20
H -1.9170 -2.1829 -0.8373 0.38
H -0.5685 -4.2743 -0.2688 0.17
H -0.8863 -2.9950 0.9103 0.23
H 1.6520 -3.1516 -0.7620 0.18
H 1.4618 -3.9421 0.7923 0.17
H 0.9897 -1.7016 1.7013 0.38
H 3.4071 -2.5955 1.3099 0.16
H 3.0736 -0.9650 1.8843 0.20
N 0.0176 1.4234 3.9685 -0.65
N -0.4716 0.2280 3.4208 -0.53
C -1.2682 0.2962 2.2549 0.85
O -1.8475 -0.7702 1.9436 -0.80
O -1.2557 1.3609 1.5868 -0.83
H 0.9321 1.2622 4.3652 0.35
H -0.5979 1.7968 4.6816 0.34
H -0.7911 -0.4838 4.0624 0.36
C -1.2099 3.8307 -0.6435 -0.64
C 0.0565 4.1451 0.1346 -0.06
O 0.7408 2.9747 0.5583 -0.78
H -1.7036 4.7511 -0.9616 0.21
H -1.8938 3.2565 -0.0171 0.23
H -0.9867 3.2389 -1.5334 0.19
H -0.1890 4.7681 1.0014 0.16
H 0.7580 4.7074 -0.4861 0.16
H 0.1487 2.5033 1.1756 0.52
C -4.0813 0.5721 0.1415 -0.76
C -3.3932 0.6190 -1.1320 0.35
N -2.8510 0.6303 -2.1453 -0.42
H -3.4763 -0.0063 0.8479 0.32
H -5.0678 0.1299 0.0117 0.24
H -4.1816 1.5847 0.5305 0.26



No. 2
62
Properties=species:S:1:pos:R:3:nbo_charge:R:1 method="wB97M-V/def2-TZVPD" charge=+1 orbital_gap_ha=0.2903
C 0.9868 -5.1390 2.1137 -0.66
C 1.2361 -3.9660 0.9481 -0.07
O 1.0198 -2.6787 1.6235 -0.60
C 1.8026 -1.5854 0.9558 -0.16
C 0.8334 -0.4376 0.3115 0.17
Br 1.6938 1.3404 0.8359 0.02
C -0.5761 -0.4767 1.1735 -0.30
N -1.6258 -1.4145 0.6086 -0.54
C -1.8867 -0.9311 -0.8141 -0.26
C -0.5090 -1.0327 -1.7582 -0.39
B -0.9596 -0.2435 -3.1706 1.19
O -0.9876 1.2595 -3.1998 -0.95
N -1.3419 -0.9409 -4.4608 -0.74
C -1.9252 -2.3190 -4.2432 -0.43
C -2.4883 -0.1577 -5.1343 -0.44
N 0.6995 -0.4001 -1.1663 -0.55
C 1.9531 -0.4707 -1.9588 -0.24
C 2.2458 -1.8266 -2.8125 -0.25
N 2.0969 -3.1298 -2.0676 -0.90
H -0.0961 -5.5856 2.0817 0.22
H 1.1649 -4.5761 3.1512 0.24
H 1.8377 -5.9453 2.0039 0.23
H 2.3211 -4.1446 0.5474 0.20
H 0.4041 -4.0354 0.0958 0.15
H 2.3837 -1.0599 1.8575 0.22
H 2.6348 -2.0075 0.2532 0.24
H -0.4005 -0.6140 2.3461 0.29
H -1.0363 0.6207 1.0743 0.26
H -2.5233 -1.4240 1.1782 0.45
H -1.3308 -2.4123 0.5293 0.45
H -2.1620 0.2240 -0.8094 0.26
H -2.7997 -1.4751 -1.3352 0.26
H -0.3701 -2.2044 -1.9342 0.21
H -0.2499 1.4995 -3.8611 0.51
H -2.2993 -2.8514 -5.2362 0.24
H -1.0242 -3.0001 -3.8568 0.20
H -2.7235 -2.3123 -3.3880 0.17
H -2.1103 0.5920 -5.9531 0.23
H -3.1633 0.3336 -4.3044 0.20
H -3.2018 -0.9245 -5.7073 0.21
H 2.9216 -0.2747 -1.2889 0.24
H 1.9451 0.4345 -2.7365 0.22
H 3.3437 -1.7717 -3.2572 0.22
H 1.5021 -1.8827 -3.7384 0.20
H 3.0141 -3.6078 -1.9311 0.38
H 1.3788 -3.7651 -2.4788 0.38
C 0.5110 6.2642 2.4704 -0.26
O 1.1293 5.6298 3.5838 -0.55
C 0.2996 5.6526 4.7492 -0.09
C -0.3515 4.2887 4.9918 -0.09
O -1.3201 3.9899 3.9809 -0.55
C -0.8336 3.0506 3.0288 -0.25
H 1.1122 6.0598 1.5800 0.19
H -0.5005 5.8863 2.3014 0.17
H 0.4804 7.3465 2.6303 0.17
H -0.4575 6.4427 4.6778 0.18
H 0.9507 5.8860 5.5974 0.19
H -0.8881 4.3187 5.9452 0.19
H 0.4055 3.4962 5.0566 0.18
H -0.7630 2.0599 3.4874 0.15
H 0.1423 3.3465 2.6330 0.19
H -1.5448 3.0020 2.2000 0.18



No. 3
66
Properties=species:S:1:pos:R:3:nbo_charge:R:1 method="wB97M-V/def2-TZVPD" e_above_lowest_ev=3.143 orbital_gap_ha=0.2007
Cu 4.1501 0.7508 -5.4519 0.83
Br 4.4198 0.2716 -1.9238 -0.82
C 5.7138 5.6521 3.2511 0.53
O 6.6648 6.1841 3.7907 -0.62
N 5.8818 4.5615 2.4251 -0.44
C 4.7367 3.8887 1.8402 -0.41
C 7.1992 3.9586 2.0903 -0.42
H 4.6510 5.9000 3.3971 0.11
H 5.0146 3.6020 0.8259 0.21
H 3.8534 4.5148 1.7141 0.21
H 4.4847 2.9902 2.4035 0.19
H 7.4514 3.2040 2.8354 0.20
H 7.1775 3.4426 1.1304 0.21
H 8.0378 4.6529 2.0386 0.23
C -1.0102 -4.0724 5.2610 -0.65
C -1.5455 -2.6465 4.8884 -0.06
O -1.9412 -2.6188 3.5230 -0.83
P -1.9668 -1.2553 2.6849 2.54
O -1.7729 -0.0460 3.5766 -1.07
O -0.7942 -1.5853 1.5562 -0.82
C 0.5814 -1.8069 2.0410 -0.07
C 0.8809 -3.3686 2.1239 -0.65
O -3.3017 -1.2427 1.7103 -0.79
C -3.3963 -1.9185 0.5018 -0.05
C -4.8705 -1.8981 0.0210 -0.63
H -1.1215 -4.2648 6.3281 0.22
H -1.3726 -4.9318 4.6968 0.22
H 0.0673 -4.1866 5.1426 0.21
H -2.4437 -2.4996 5.4882 0.19
H -0.7798 -1.8948 5.0802 0.20
H 1.2164 -1.2802 1.3286 0.21
H 0.8530 -1.5284 3.0592 0.19
H 0.0687 -3.9009 2.6190 0.22
H 1.0100 -3.7793 1.1225 0.21
H 1.8343 -3.6691 2.5585 0.22
H -2.7739 -1.4193 -0.2409 0.18
H -2.9765 -2.9094 0.6747 0.17
H -5.0629 -0.8673 -0.2762 0.21
H -5.0358 -2.5529 -0.8346 0.21
H -5.5694 -2.2051 0.7991 0.22
C -4.3122 1.2036 -5.6900 -0.62
C -3.3541 0.9553 -4.4964 -0.07
O -2.0186 1.2722 -4.9047 -0.80
P -0.7709 0.7736 -3.9979 2.56
O 0.5471 1.1218 -4.6145 -1.11
O -1.0449 1.2305 -2.4964 -0.83
C -0.2822 2.3241 -1.8822 -0.07
C -0.7702 2.6339 -0.5002 -0.63
O -1.0215 -0.8567 -3.9673 -0.82
C -0.1255 -1.6934 -3.2011 -0.07
C -0.6881 -3.1146 -3.3953 -0.63
H -3.8290 0.6465 -6.4927 0.22
H -5.2884 0.8080 -5.4097 0.21
H -4.4215 2.2362 -6.0215 0.21
H -3.6192 1.5487 -3.6213 0.18
H -3.4510 -0.0989 -4.2369 0.19
H 0.7597 2.0488 -1.7190 0.20
H -0.1572 3.1394 -2.5948 0.19
H -0.4097 3.5739 -0.0823 0.23
H -1.8462 2.7746 -0.6034 0.21
H -0.5633 1.8020 0.1731 0.23
H 0.9036 -1.6228 -3.5534 0.19
H -0.1349 -1.3145 -2.1791 0.19
H 0.1240 -3.8222 -3.2285 0.21
H -1.4245 -3.4661 -2.6726 0.21
H -1.0144 -3.3294 -4.4128 0.22



Record-wise calculated total energy values, in eV: -49038.876; -101012.336; -169334.437
Record-wise E_HOMO values, in eV: -8.50; -11.00; -8.33